# 1
DFT (ωB97M-V/def2-TZVPD) results for a 2-piece molecular cluster, CH2BrFO overall.

Computed properties:
HOMO level (eV): -11.181
Energy relative to the best compared isomer or geometry (same formula, charge and spin) (kcal per mole): 1.6
SMILES: O=CF.Br
Multiplicity: 1
F_max (eV/A): 0.48
Orbital gap (Eh): 0.435
Charge: 0

Cartesian coordinates (Å):
C 1.09 -1.24 -0.30
O 1.21 -2.10 0.49
F 0.04 -1.18 -1.13
Br -1.68 1.96 1.05
H -2.43 2.96 0.41
H 1.76 -0.40 -0.52



# 2
DFT (ωB97M-V/def2-TZVPD) results for C45H41N2OP3V as an isolated structure in a non-equilibrium geometry.

Computed properties:
HOMO level (alpha / beta) (eV): -13.307 / -13.312
Energy relative to the best compared isomer or geometry (same formula, charge and spin) (kcal per mole): 108.7
Multiplicity: 2
F_max (eV/A): 6.48
Orbital gap (alpha / beta) (Eh): 0.204 / 0.205
Charge: +2

Cartesian coordinates (Å):
V 0.56 0.58 -0.97
C -1.92 0.14 -2.38
N -0.49 -0.20 -2.48
P -1.45 -2.67 -1.31
C -2.23 -3.34 -2.87
C -3.39 -4.13 -2.73
C -4.18 -4.34 -3.88
C -3.94 -3.64 -5.09
C -2.74 -2.94 -5.23
C -1.88 -2.79 -4.18
C -0.49 -4.11 -0.77
C 0.10 -4.97 -1.72
C 1.02 -5.87 -1.21
C 1.10 -6.12 0.16
C 0.20 -5.50 1.03
C -0.40 -4.34 0.57
P 2.91 1.36 -1.50
C 3.91 0.44 -0.33
C 5.30 0.46 -0.51
C 6.06 -0.24 0.38
C 5.54 -1.01 1.43
C 4.14 -1.14 1.55
C 3.34 -0.33 0.67
C 3.29 3.08 -1.09
C 3.39 3.61 0.22
C 3.57 5.00 0.31
C 3.68 5.82 -0.80
C 3.94 5.22 -2.04
C 3.77 3.85 -2.16
H -2.33 0.06 -3.38
H -2.02 1.19 -2.02
H -2.35 -0.46 -1.54
H -3.61 -4.63 -1.79
H -5.12 -4.92 -3.76
H -4.64 -3.75 -5.89
H -2.51 -2.31 -6.12
H -0.91 -2.32 -4.32
H -0.09 -5.04 -2.80
H 1.81 -6.32 -1.81
H 1.84 -6.82 0.48
H 0.10 -5.85 2.06
H -0.94 -3.72 1.27
H 5.78 1.11 -1.24
H 7.10 -0.33 0.16
H 6.18 -1.62 2.08
H 3.73 -1.83 2.28
H 2.25 -0.22 0.82
H 3.42 2.92 1.05
H 3.74 5.40 1.30
H 3.54 6.91 -0.74
H 4.22 5.84 -2.93
H 4.02 3.29 -3.04
C -0.03 0.30 -3.80
C -0.23 -1.71 -2.43
O 0.79 -2.21 -2.95
H 1.07 0.22 -3.81
H -0.24 1.42 -3.82
H -0.40 -0.32 -4.65
N -0.59 1.00 0.32
P -1.40 1.27 1.60
C -0.23 1.15 2.90
C 0.00 2.04 3.95
C 1.19 2.02 4.72
C 2.07 0.95 4.59
C 1.72 -0.08 3.66
C 0.58 0.03 2.86
C -2.81 0.28 1.96
C -3.26 -0.71 1.08
C -4.07 -1.78 1.49
C -4.57 -1.85 2.84
C -4.12 -0.84 3.68
C -3.45 0.31 3.19
C -1.87 3.02 1.69
C -3.23 3.47 1.64
C -3.48 4.85 1.46
C -2.42 5.78 1.38
C -1.10 5.30 1.38
C -0.85 3.92 1.54
H -0.73 2.81 4.18
H 1.42 2.82 5.41
H 3.04 0.95 5.13
H 2.33 -0.96 3.60
H 0.48 -0.70 2.09
H -2.90 -0.70 0.08
H -4.36 -2.53 0.77
H -5.23 -2.56 3.27
H -4.46 -0.81 4.66
H -3.39 1.14 3.87
H -4.04 2.73 1.80
H -4.48 5.21 1.49
H -2.61 6.87 1.32
H -0.25 5.89 1.04
H 0.18 3.55 1.55



# 3
DFT (ωB97M-V/def2-TZVPD) results for C33H57BrN2O2SiTb as an isolated structure in a non-equilibrium geometry.

Computed properties:
HOMO level (alpha / beta) (eV): -10.856 / -10.880
Energy relative to the best compared isomer or geometry (same formula, charge and spin) (kcal per mole): 0.0
Multiplicity: 7
F_max (eV/A): 1.24
Orbital gap (alpha / beta) (Eh): 0.298 / 0.308
Charge: +1

Cartesian coordinates (Å):
O 1.08 -1.39 0.24
O 0.96 -0.05 -4.07
C 2.52 -1.76 0.18
C 2.86 -2.89 1.10
H 3.04 -0.84 0.48
H 2.74 -1.96 -0.88
H 2.55 -2.71 2.13
H 3.94 -3.04 1.09
H 2.41 -3.84 0.77
C 0.15 -2.46 -0.12
C 0.48 -3.11 -1.45
H -0.85 -1.99 -0.18
H 0.12 -3.18 0.71
H 0.46 -2.39 -2.26
H -0.29 -3.86 -1.67
H 1.45 -3.61 -1.44
C -0.15 0.51 -4.82
C 1.91 -0.85 -4.81
C -1.41 -0.31 -4.65
H 0.12 0.62 -5.88
H -0.33 1.52 -4.41
H -1.25 -1.34 -4.96
H -2.20 0.14 -5.25
H -1.75 -0.31 -3.60
C 1.26 -2.01 -5.53
H 2.62 -1.22 -4.05
H 2.49 -0.22 -5.51
H 0.63 -2.59 -4.85
H 2.03 -2.67 -5.92
H 0.64 -1.65 -6.36
H 1.50 0.61 -2.25
N -0.87 -0.78 3.60
C -1.72 -0.17 4.45
C -2.21 1.12 4.22
C -2.42 1.71 2.96
C -2.13 -0.89 5.71
H -1.25 -1.31 6.22
H -2.85 -1.71 5.52
H -2.63 -0.17 6.38
C -3.45 2.79 2.83
H -4.10 2.63 1.96
H -2.99 3.78 2.76
H -4.06 2.75 3.73
N -1.72 1.35 1.89
C -0.58 -2.18 3.75
C 0.66 -2.57 4.28
C 1.68 -1.59 4.76
C 0.94 -3.94 4.39
H 1.91 -4.24 4.79
C 0.00 -4.89 3.99
H 0.25 -5.95 4.07
C -1.25 -4.50 3.53
H -2.00 -5.25 3.24
C -1.57 -3.15 3.42
C -2.95 -2.74 3.00
C -1.91 1.95 0.59
C -1.29 3.18 0.29
C -0.38 3.83 1.28
C -1.58 3.78 -0.94
H -1.14 4.76 -1.15
C -2.42 3.15 -1.85
H -2.65 3.63 -2.80
C -3.00 1.91 -1.55
H -3.66 1.41 -2.26
C -2.76 1.30 -0.32
C -3.39 -0.03 0.02
Tb 0.14 0.07 1.69
H 2.53 -1.52 4.07
H 2.10 -1.93 5.72
H 1.28 -0.58 4.91
H -2.98 -1.76 2.52
H -3.65 -2.73 3.85
H -3.35 -3.48 2.29
H 0.09 4.71 0.81
H 0.45 3.19 1.61
H -0.92 4.18 2.17
H -3.74 -0.09 1.06
H -2.71 -0.88 -0.14
H -4.26 -0.20 -0.63
H -2.64 1.65 5.07
C 1.49 1.65 -1.87
Si 2.69 2.80 -2.79
H 0.47 2.02 -1.92
H 1.83 1.65 -0.83
C 4.35 1.93 -2.95
C 2.86 4.44 -1.87
C 2.18 3.37 -4.52
H 3.01 3.95 -4.95
H 1.31 4.03 -4.45
H 1.94 2.55 -5.21
H 4.83 1.80 -1.96
H 5.01 2.54 -3.57
H 4.27 0.93 -3.41
H 2.88 4.29 -0.78
H 2.01 5.10 -2.10
H 3.79 4.95 -2.16
Br 2.49 1.28 1.84



| no. | energy (eV) |
| --- | --- |
| 1 | -75876.7261 |
| 2 | -105892.0551 |
| 3 | -142574.8245 |